Entry 1:
# C57H55N5O7PSc

C57H55N5O7PSc as an isolated structure (wB97M-V/def2-TZVPD, the Open Molecules 2025 dataset).

Each line ends with the Löwdin charge.
Positions of all 126 atoms, in Å:
Sc (-0.63, 0.24, -0.01)  1.08
C (2.06, 0.57, 7.38)  -0.12
C (1.29, 1.69, 7.10)  -0.10
C (0.78, 1.89, 5.82)  -0.04
C (1.04, 0.98, 4.80)  -0.19
C (1.82, -0.14, 5.09)  -0.04
C (2.33, -0.34, 6.36)  -0.08
C (0.51, 1.18, 3.42)  -0.08
C (1.45, 1.30, 2.39)  -0.23
C (2.86, 1.57, 2.64)  0.00
C (3.40, 1.89, 1.45)  -0.01
C (2.32, 1.83, 0.47)  -0.24
N (1.18, 1.40, 1.07)  0.09
C (2.45, 2.33, -0.82)  -0.07
C (1.39, 2.58, -1.71)  -0.25
C (1.60, 3.04, -3.07)  -0.01
C (0.38, 3.08, -3.64)  -0.02
C (-0.56, 2.65, -2.62)  -0.25
C (-1.93, 2.46, -2.85)  -0.07
C (-2.47, 2.83, -4.19)  -0.19
C (-3.06, 1.87, -5.02)  -0.03
C (-3.57, 2.22, -6.26)  -0.09
C (-3.51, 3.54, -6.70)  -0.12
C (-2.92, 4.50, -5.89)  -0.10
C (-2.42, 4.14, -4.65)  -0.04
C (-2.83, 1.96, -1.90)  -0.24
N (-2.52, 1.54, -0.65)  0.08
C (-3.70, 1.34, -0.01)  -0.25
C (-3.85, 1.08, 1.35)  -0.07
C (-5.20, 0.67, 1.83)  -0.21
C (-5.50, -0.70, 1.84)  0.00
C (-6.75, -1.13, 2.27)  -0.08
C (-7.70, -0.22, 2.71)  -0.12
C (-7.40, 1.14, 2.71)  -0.11
C (-6.15, 1.58, 2.27)  -0.04
C (-2.83, 1.14, 2.30)  -0.25
C (-3.05, 0.97, 3.72)  0.00
C (-1.84, 1.02, 4.31)  -0.01
C (-0.87, 1.21, 3.24)  -0.24
N (-1.51, 1.30, 2.04)  0.08
C (-4.81, 1.55, -0.91)  0.00
C (-4.27, 1.95, -2.09)  -0.01
N (0.08, 2.36, -1.47)  0.11
C (3.82, 2.74, -1.26)  -0.20
C (4.81, 1.79, -1.50)  -0.03
C (6.08, 2.17, -1.90)  -0.08
C (6.39, 3.52, -2.05)  -0.12
C (5.42, 4.48, -1.80)  -0.10
C (4.14, 4.09, -1.41)  -0.04
H (2.45, 0.41, 8.38)  0.09
H (1.07, 2.41, 7.88)  0.09
H (0.19, 2.77, 5.61)  0.12
H (2.01, -0.85, 4.30)  0.12
H (2.93, -1.22, 6.57)  0.10
H (3.34, 1.57, 3.60)  0.10
H (4.41, 2.21, 1.25)  0.10
H (2.55, 3.27, -3.53)  0.10
H (0.14, 3.33, -4.67)  0.10
H (-3.09, 0.84, -4.68)  0.11
H (-4.01, 1.46, -6.89)  0.09
H (-3.90, 3.81, -7.68)  0.09
H (-2.87, 5.53, -6.22)  0.09
H (-1.97, 4.90, -4.00)  0.12
H (-4.73, -1.40, 1.53)  0.12
H (-6.97, -2.19, 2.28)  0.10
H (-8.67, -0.56, 3.05)  0.09
H (-8.14, 1.86, 3.05)  0.09
H (-5.91, 2.63, 2.27)  0.12
H (-4.01, 0.80, 4.19)  0.11
H (-1.61, 0.90, 5.35)  0.10
H (-5.85, 1.46, -0.66)  0.10
H (-4.80, 2.26, -2.98)  0.10
H (4.56, 0.75, -1.37)  0.07
H (6.84, 1.42, -2.08)  0.10
H (7.39, 3.82, -2.36)  0.09
H (5.65, 5.53, -1.92)  0.09
H (3.38, 4.83, -1.21)  0.12
N (-0.34, -0.59, -4.24)  0.18
C (-0.62, -0.68, -2.91)  -0.53
O (0.10, -0.12, -2.09)  -0.07
C (-1.92, -1.33, -2.52)  -0.21
C (-2.07, -1.37, -1.00)  -0.22
H (0.62, -0.34, -4.44)  0.10
H (-0.69, -1.36, -4.79)  0.10
H (-1.94, -2.31, -3.03)  0.10
H (-2.70, -0.71, -2.98)  0.09
H (-1.70, -2.33, -0.63)  0.02
H (-3.12, -1.29, -0.72)  0.03
C (-0.32, -2.39, 3.76)  -0.14
O (-0.01, -1.64, 2.60)  -0.20
C (-1.11, -1.34, 1.71)  -0.40
O (-2.17, -1.85, 2.03)  -0.04
H (0.59, -2.91, 4.06)  0.07
H (-1.11, -3.11, 3.57)  0.07
H (-0.64, -1.73, 4.58)  0.08
C (1.53, -6.39, 0.41)  -0.04
C (0.93, -5.02, 0.67)  -0.62
C (-0.43, -5.13, 1.35)  -0.02
C (1.88, -4.19, 1.53)  -0.04
O (0.66, -4.47, -0.63)  -0.16
P (1.18, -3.09, -1.28)  0.28
O (0.69, -3.07, -2.68)  -0.28
O (0.93, -1.95, -0.35)  -0.28
O (2.79, -3.39, -1.26)  -0.18
C (3.75, -2.45, -1.74)  -0.64
C (4.90, -3.30, -2.28)  -0.04
C (3.22, -1.54, -2.85)  -0.04
C (4.19, -1.61, -0.55)  -0.03
H (1.71, -6.92, 1.35)  0.08
H (2.48, -6.28, -0.12)  0.08
H (0.85, -6.99, -0.21)  0.08
H (-0.34, -5.65, 2.31)  0.08
H (-1.12, -5.68, 0.71)  0.09
H (-0.85, -4.13, 1.52)  0.07
H (1.93, -4.65, 2.52)  0.08
H (1.54, -3.17, 1.62)  0.07
H (2.88, -4.18, 1.10)  0.07
H (4.54, -3.92, -3.10)  0.08
H (5.28, -3.95, -1.49)  0.08
H (5.71, -2.66, -2.65)  0.08
H (2.85, -2.14, -3.69)  0.08
H (4.04, -0.91, -3.20)  0.08
H (2.40, -0.91, -2.50)  0.07
H (4.62, -2.25, 0.23)  0.09
H (3.32, -1.09, -0.13)  0.08
H (4.94, -0.87, -0.84)  0.06

Output
Total charge: -2
DFT total energy (Ha): -4107.94482
Frontier orbital gap (eV): 5.454
Energy above the lowest of the compared OMol25 structures with the same formula, charge and spin (kJ/mol): 269.4
Multiplicity: 1
Molecular weight (g/mol): 998.02

=====

Entry 2:
# C57H56AuN5O4S2

C57H56AuN5O4S2 as an isolated structure (wB97M-V/def2-TZVPD, the Open Molecules 2025 dataset).

Each line ends with the Löwdin charge.
Positions of all 125 atoms, in Å:
Au (1.75, 0.35, 0.24)  0.92
C (2.43, 1.05, -3.35)  -0.05
C (1.17, 1.82, -2.96)  -0.38
C (0.32, 2.15, -4.19)  -0.05
C (1.55, 3.07, -2.19)  -0.16
C (2.14, 4.14, -2.85)  -0.03
C (2.51, 5.29, -2.16)  -0.05
C (2.29, 5.38, -0.80)  -0.03
C (1.69, 4.34, -0.09)  -0.14
C (1.48, 4.47, 1.40)  -0.37
C (2.79, 4.21, 2.14)  -0.05
C (0.89, 5.83, 1.78)  -0.05
C (1.33, 3.19, -0.82)  -0.18
N (0.72, 2.11, -0.08)  0.00
C (-0.50, 2.22, 0.27)  -0.13
C (-1.12, 1.37, 1.38)  -0.15
N (-0.47, 0.43, 1.93)  0.16
C (-0.92, -0.09, 3.17)  -0.16
C (-1.63, -1.29, 3.26)  -0.15
C (-2.06, -1.69, 4.53)  -0.03
C (-1.78, -0.95, 5.66)  -0.07
C (-1.00, 0.19, 5.55)  -0.04
C (-0.54, 0.63, 4.32)  -0.14
C (0.36, 1.85, 4.24)  -0.37
C (1.56, 1.71, 5.19)  -0.05
C (-0.41, 3.14, 4.52)  -0.04
C (-1.93, -2.19, 2.08)  -0.35
C (-0.66, -2.61, 1.35)  -0.07
C (-2.99, -1.63, 1.13)  -0.06
C (-2.43, 1.99, 1.68)  -0.08
C (-3.42, 1.72, 2.58)  0.02
C (-4.59, 2.52, 2.57)  -0.04
C (-4.75, 3.56, 1.68)  0.00
C (-3.74, 3.86, 0.74)  -0.14
C (-3.76, 4.88, -0.24)  0.00
C (-2.69, 5.06, -1.09)  -0.04
C (-1.53, 4.25, -1.02)  0.02
C (-1.49, 3.25, -0.09)  -0.07
C (-2.60, 3.06, 0.77)  -0.07
H (2.17, 0.14, -3.90)  0.07
H (3.01, 0.76, -2.47)  0.06
H (3.08, 1.65, -3.99)  0.08
H (0.57, 1.18, -2.32)  0.07
H (0.90, 2.68, -4.95)  0.08
H (-0.54, 2.76, -3.93)  0.08
H (-0.05, 1.23, -4.65)  0.07
H (2.32, 4.08, -3.91)  0.12
H (2.97, 6.11, -2.69)  0.11
H (2.58, 6.27, -0.27)  0.11
H (0.77, 3.72, 1.74)  0.10
H (3.56, 4.93, 1.84)  0.09
H (3.17, 3.21, 1.93)  0.08
H (2.65, 4.30, 3.22)  0.07
H (1.60, 6.65, 1.60)  0.08
H (0.64, 5.85, 2.84)  0.07
H (-0.02, 6.04, 1.21)  0.08
H (-2.63, -2.61, 4.61)  0.12
H (-2.14, -1.28, 6.63)  0.10
H (-0.74, 0.75, 6.45)  0.11
H (0.77, 1.90, 3.23)  0.10
H (1.24, 1.68, 6.23)  0.08
H (2.23, 2.57, 5.07)  0.07
H (2.12, 0.80, 4.98)  0.08
H (-0.83, 3.13, 5.52)  0.09
H (-1.23, 3.28, 3.81)  0.07
H (0.26, 4.01, 4.44)  0.07
H (-2.36, -3.10, 2.52)  0.13
H (-0.20, -1.77, 0.83)  0.02
H (-0.88, -3.39, 0.62)  0.07
H (0.08, -3.02, 2.05)  0.09
H (-2.62, -0.77, 0.57)  0.05
H (-3.89, -1.32, 1.67)  0.08
H (-3.28, -2.39, 0.40)  0.08
H (-3.34, 0.91, 3.30)  0.11
H (-5.37, 2.31, 3.28)  0.11
H (-5.66, 4.15, 1.70)  0.12
H (-4.62, 5.53, -0.31)  0.12
H (-2.73, 5.85, -1.82)  0.11
H (-0.71, 4.44, -1.70)  0.11
O (-0.38, -0.64, -1.52)  -0.57
S (-1.32, -1.74, -1.94)  1.00
C (-2.47, -0.95, -3.06)  -0.36
C (-2.58, 0.43, -2.98)  -0.08
C (-3.51, 1.08, -3.78)  -0.07
C (-4.32, 0.35, -4.64)  -0.08
C (-4.20, -1.04, -4.71)  -0.07
C (-3.27, -1.69, -3.91)  -0.07
C (-0.43, -2.78, -3.08)  -0.40
C (-0.29, -4.12, -2.75)  -0.07
C (0.48, -4.94, -3.57)  -0.05
C (1.10, -4.40, -4.68)  -0.05
C (0.95, -3.05, -5.00)  -0.07
C (0.18, -2.23, -4.20)  -0.08
H (-1.93, 0.98, -2.31)  0.09
H (-3.61, 2.16, -3.73)  0.10
H (-5.05, 0.85, -5.27)  0.10
H (-4.82, -1.60, -5.38)  0.11
H (-3.16, -2.77, -3.97)  0.12
H (-0.77, -4.52, -1.87)  0.11
H (0.63, -5.99, -3.31)  0.07
H (1.71, -5.03, -5.31)  0.12
H (1.44, -2.64, -5.88)  0.11
H (0.05, -1.18, -4.42)  0.10
O (1.29, -7.67, -2.59)  -0.38
S (2.01, -8.67, -1.82)  0.41
O (1.17, -9.62, -1.14)  -0.34
O (3.18, -9.21, -2.49)  -0.34
C (2.76, -7.72, -0.46)  -0.33
N (3.40, -8.44, 0.47)  0.13
C (3.97, -7.77, 1.46)  -0.11
C (3.91, -6.38, 1.55)  0.00
C (3.22, -5.73, 0.54)  -0.23
N (2.65, -6.40, -0.46)  0.16
C (3.05, -4.26, 0.49)  -0.11
C (2.62, -3.67, -0.70)  0.03
C (2.40, -2.31, -0.74)  -0.11
N (2.60, -1.52, 0.33)  -0.13
C (3.05, -2.07, 1.46)  -0.13
C (3.29, -3.42, 1.58)  0.00
H (4.49, -8.35, 2.21)  0.11
H (4.40, -5.86, 2.36)  0.10
H (2.43, -4.28, -1.56)  0.11
H (2.03, -1.82, -1.63)  0.10
H (3.19, -1.40, 2.30)  0.11
H (3.62, -3.81, 2.53)  0.11

Output
DFT total energy (Ha): -3712.49594
Frontier orbital gap (eV): 5.757
Energy above the lowest of the compared OMol25 structures with the same formula, charge and spin (kJ/mol): 0.0
Multiplicity: 1
Molecular weight (g/mol): 1136.21

=====

Entry 3:
# C57H68Cl2F12I2O16

A 7-piece molecular cluster, C57H68Cl2F12I2O16 overall (wB97M-V/def2-TZVPD, the Open Molecules 2025 dataset).

Each line ends with the Löwdin charge.
Positions of all 157 atoms, in Å:
C (-4.90, -1.06, -5.04)  -0.20
C (-4.95, -1.08, -6.58)  -0.79
I (-5.34, 0.98, -7.20)  0.80
C (-3.59, -1.52, -7.22)  -0.74
I (-3.89, -2.52, -9.12)  0.85
C (-2.78, -2.40, -6.29)  -0.26
C (-3.27, -3.60, -5.77)  -0.58
Cl (-4.86, -4.18, -6.21)  0.71
C (-2.54, -4.38, -4.90)  -0.64
Cl (-3.20, -5.86, -4.25)  0.69
C (-1.27, -4.03, -4.51)  -0.02
C (-0.75, -2.88, -5.04)  -0.07
C (-1.49, -2.08, -5.90)  -0.03
C (-0.82, -0.81, -6.37)  -0.23
O (-0.94, -0.32, -7.48)  0.11
C (0.09, -0.15, -5.35)  -0.02
C (0.15, 1.23, -5.26)  -0.13
C (-0.68, 2.19, -6.10)  -0.10
C (0.20, 2.84, -7.20)  -0.04
C (-0.18, 4.30, -7.49)  -0.41
F (-1.52, 4.48, -7.40)  0.13
F (0.14, 4.50, -8.81)  0.09
C (0.65, 5.35, -6.68)  -0.34
F (1.35, 4.80, -5.66)  0.14
F (1.57, 5.89, -7.50)  0.15
C (-0.17, 6.54, -6.09)  -0.33
F (0.69, 7.20, -5.26)  0.14
F (-1.17, 6.14, -5.29)  0.16
C (-0.64, 7.61, -7.14)  -0.53
F (0.37, 8.48, -7.30)  0.16
F (-0.90, 7.10, -8.34)  0.20
F (-1.67, 8.29, -6.64)  0.19
C (1.03, 1.75, -4.33)  0.03
C (1.82, 0.98, -3.51)  -0.11
C (2.75, 1.75, -2.58)  -0.08
O (4.00, 1.13, -2.32)  0.04
C (4.92, 1.34, -3.28)  -0.70
F (5.20, 2.64, -3.50)  0.16
F (4.62, 0.76, -4.45)  0.18
F (6.07, 0.77, -2.86)  0.17
C (1.72, -0.42, -3.58)  -0.08
C (2.53, -1.33, -2.66)  0.00
C (2.08, -1.05, -1.19)  -0.29
O (0.89, -0.89, -1.00)  0.11
C (3.04, -0.95, -0.03)  -0.15
C (3.54, -2.11, 0.55)  -0.03
C (4.38, -2.05, 1.64)  -0.07
C (4.75, -0.85, 2.20)  -0.07
C (4.27, 0.31, 1.62)  -0.07
C (3.43, 0.25, 0.53)  -0.04
C (0.85, -0.95, -4.51)  -0.02
C (0.67, -2.44, -4.70)  -0.23
O (1.55, -3.27, -4.64)  0.13
H (-3.94, -0.69, -4.66)  0.09
H (-5.02, -2.06, -4.63)  0.03
H (-5.68, -0.40, -4.67)  0.06
H (-5.77, -1.68, -6.98)  0.03
H (-3.08, -0.60, -7.48)  0.00
H (-0.68, -4.62, -3.82)  0.13
H (-1.58, 1.72, -6.49)  0.11
H (-1.04, 2.97, -5.40)  0.13
H (0.07, 2.26, -8.12)  0.14
H (1.25, 2.75, -6.91)  0.13
H (1.10, 2.83, -4.25)  0.12
H (2.87, 2.76, -3.01)  0.13
H (2.21, 1.91, -1.63)  0.14
H (2.32, -2.38, -2.84)  0.12
H (3.59, -1.10, -2.80)  0.12
H (3.28, -3.11, 0.20)  0.12
H (4.75, -2.97, 2.12)  0.09
H (5.39, -0.76, 3.08)  0.10
H (4.52, 1.29, 2.02)  0.10
H (3.08, 1.21, 0.16)  0.08
C (-4.31, -0.26, 1.05)  -0.07
C (-5.38, -1.12, 0.43)  -0.22
O (-5.16, -1.33, -0.98)  0.01
C (-4.35, -2.29, -1.45)  -0.50
C (-3.43, -2.99, -0.50)  0.03
O (-4.33, -2.51, -2.64)  0.08
H (-3.33, -0.72, 0.98)  0.07
H (-4.54, -0.07, 2.10)  0.06
H (-4.25, 0.70, 0.53)  0.08
H (-5.49, -2.08, 0.94)  0.10
H (-6.35, -0.62, 0.50)  0.12
H (-2.45, -2.50, -0.51)  0.10
H (-3.31, -4.02, -0.82)  0.09
H (-3.80, -3.02, 0.53)  0.05
C (-10.15, 2.42, 1.24)  -0.06
C (-9.62, 2.26, 2.65)  -0.23
O (-8.39, 1.54, 2.67)  0.00
C (-7.18, 2.10, 2.47)  -0.51
C (-7.10, 3.51, 1.93)  0.02
O (-6.19, 1.45, 2.65)  0.09
H (-9.46, 2.99, 0.61)  0.07
H (-11.11, 2.93, 1.24)  0.08
H (-10.27, 1.44, 0.77)  0.09
H (-9.51, 3.22, 3.16)  0.11
H (-10.32, 1.67, 3.23)  0.12
H (-6.99, 3.47, 0.85)  0.10
H (-6.23, 3.99, 2.36)  0.09
H (-7.96, 4.13, 2.18)  0.07
C (6.55, 5.09, -0.09)  -0.06
C (5.30, 4.72, -0.87)  -0.23
O (4.51, 3.75, -0.17)  0.00
C (3.61, 4.07, 0.78)  -0.52
C (3.60, 5.48, 1.34)  0.02
O (2.88, 3.23, 1.22)  0.10
H (6.30, 5.55, 0.87)  0.07
H (7.16, 5.78, -0.66)  0.08
H (7.13, 4.19, 0.13)  0.09
H (4.70, 5.59, -1.13)  0.12
H (5.59, 4.25, -1.80)  0.11
H (4.20, 5.50, 2.25)  0.10
H (2.57, 5.74, 1.59)  0.09
H (3.96, 6.23, 0.65)  0.07
C (6.93, -3.53, 6.25)  -0.06
C (5.81, -4.49, 5.89)  -0.23
O (5.48, -4.41, 4.50)  0.01
C (6.13, -5.08, 3.54)  -0.53
C (7.44, -5.76, 3.86)  0.01
O (5.69, -5.08, 2.42)  0.09
H (7.85, -3.77, 5.71)  0.07
H (7.13, -3.57, 7.32)  0.08
H (6.65, -2.52, 5.97)  0.08
H (6.04, -5.52, 6.18)  0.12
H (4.91, -4.21, 6.43)  0.09
H (8.26, -5.08, 3.60)  0.10
H (7.52, -6.66, 3.26)  0.09
H (7.54, -6.06, 4.90)  0.07
C (-6.64, -1.55, 5.13)  -0.06
C (-6.60, -2.91, 4.46)  -0.23
O (-5.52, -3.00, 3.52)  -0.01
C (-4.26, -3.32, 3.86)  -0.52
C (-3.86, -3.35, 5.31)  0.01
O (-3.46, -3.51, 2.98)  0.11
H (-5.74, -1.36, 5.71)  0.07
H (-7.50, -1.48, 5.80)  0.08
H (-6.71, -0.76, 4.38)  0.07
H (-6.56, -3.73, 5.17)  0.11
H (-7.51, -3.05, 3.87)  0.12
H (-3.42, -2.39, 5.58)  0.10
H (-3.12, -4.14, 5.44)  0.09
H (-4.68, -3.58, 5.99)  0.07
C (6.26, -1.11, 11.28)  -0.06
C (5.11, -0.56, 10.47)  -0.23
O (5.02, -1.18, 9.18)  0.01
C (4.39, -2.35, 8.96)  -0.51
C (3.97, -3.20, 10.13)  0.02
O (4.24, -2.72, 7.82)  0.10
H (6.13, -2.18, 11.48)  0.07
H (6.34, -0.59, 12.23)  0.08
H (7.20, -1.00, 10.73)  0.08
H (4.15, -0.63, 10.99)  0.11
H (5.28, 0.50, 10.27)  0.12
H (4.75, -3.94, 10.32)  0.10
H (3.05, -3.71, 9.86)  0.09
H (3.77, -2.64, 11.04)  0.07

Output
SMILES: C[C@@H](I)[C@H](I)c1c(Cl)c(Cl)cc2c1C(=O)c1c(CCC(F)(F)C(F)(F)C(F)(F)C(F)(F)F)cc(COC(F)(F)F)c(CC(=O)c3ccccc3)c1C2=O.CCOC(C)=O.CCOC(C)=O.CCOC(C)=O.CCOC(C)=O.CCOC(C)=O.CCOC(C)=O
DFT total energy (Ha): -6130.87654
Frontier orbital gap (eV): 8.180
Energy above the lowest of the compared OMol25 structures with the same formula, charge and spin (kJ/mol): 0.0
Multiplicity: 1
Molecular weight (g/mol): 1561.85